Record 1
{"formula": "C7H12N", "method": "wB97M-V/def2-TZVPD", "multiplicity": 1, "total_energy_ha": -328.35486, "relative_energy_kcal_mol": 46.4, "largest_force_ev_per_a": 3.63, "total_charge": 1, "homo_ev": -14.14, "symbols": ["C", "C", "C", "C", "C", "C", "C", "N", "H", "H", "H", "H", "H", "H", "H", "H", "H", "H", "H", "H"], "coordinates": [[-1.229, 0.840, 0.859], [-0.854, -0.412, 1.259], [0.960, 1.517, 0.075], [1.350, 0.014, 0.092], [-0.544, 1.472, -0.337], [0.157, -0.919, 0.367], [0.250, -2.358, 0.004], [-0.785, 0.481, -1.360], [-1.994, 1.353, 1.407], [-1.534, -0.923, 1.865], [1.266, 2.142, 0.958], [1.468, 2.062, -0.738], [1.853, -0.320, -0.790], [2.006, -0.253, 1.048], [-0.922, 2.462, -0.584], [1.293, -2.607, -0.193], [-0.283, -2.311, -0.943], [-0.311, -3.065, 0.705], [-1.688, 0.119, -1.409], [-0.459, 0.706, -2.285]]}

=====

Record 2
{"formula": "C18H17Cl40O3P", "method": "wB97M-V/def2-TZVPD", "multiplicity": 1, "total_energy_ha": -19670.71705, "largest_force_ev_per_a": 0.93, "homo_ev": -8.27, "smiles": "CCP(O)CCCCOC(C)=O.ClC(Cl)(Cl)Cl.ClC(Cl)(Cl)Cl.ClC(Cl)(Cl)Cl.ClC(Cl)(Cl)Cl.ClC(Cl)(Cl)Cl.ClC(Cl)(Cl)Cl.ClC(Cl)(Cl)Cl.ClC(Cl)(Cl)Cl.ClC(Cl)(Cl)Cl.ClC(Cl)(Cl)Cl", "symbols": ["C", "C", "P", "O", "C", "C", "C", "C", "O", "C", "C", "O", "H", "H", "H", "H", "H", "H", "H", "H", "H", "H", "H", "H", "H", "H", "H", "H", "H", "Cl", "C", "Cl", "Cl", "Cl", "Cl", "C", "Cl", "Cl", "Cl", "Cl", "C", "Cl", "Cl", "Cl", "Cl", "C", "Cl", "Cl", "Cl", "Cl", "C", "Cl", "Cl", "Cl", "Cl", "C", "Cl", "Cl", "Cl", "Cl", "C", "Cl", "Cl", "Cl", "Cl", "C", "Cl", "Cl", "Cl", "Cl", "C", "Cl", "Cl", "Cl", "Cl", "C", "Cl", "Cl", "Cl"], "coordinates": [[-4.172, 0.916, 3.802], [-2.724, 0.729, 3.346], [-2.456, -0.977, 2.709], [-2.342, -1.959, 4.037], [-0.769, -0.849, 1.980], [0.294, 0.030, 2.661], [0.660, -0.435, 4.068], [1.932, 0.212, 4.653], [2.764, 0.811, 3.659], [3.443, -0.058, 2.887], [4.056, 0.615, 1.693], [3.517, -1.236, 3.123], [-4.367, 1.961, 4.037], [-4.358, 0.306, 4.688], [-4.863, 0.568, 3.033], [-2.030, 0.986, 4.155], [-2.473, 1.380, 2.501], [-1.693, -1.669, 4.691], [-0.379, -1.863, 1.853], [-0.922, -0.441, 0.979], [-0.064, 1.061, 2.719], [1.166, 0.042, 2.004], [-0.162, -0.151, 4.735], [0.736, -1.524, 4.126], [2.482, -0.524, 5.239], [1.668, 1.015, 5.340], [4.200, -0.102, 0.891], [5.024, 1.038, 1.957], [3.390, 1.405, 1.348], [7.315, 1.779, 0.954], [7.482, 0.591, -0.350], [9.192, 0.359, -0.699], [6.751, -0.942, 0.144], [6.668, 1.190, -1.803], [4.899, 5.983, 0.334], [5.081, 4.801, -0.964], [6.801, 4.583, -1.316], [4.364, 3.265, -0.458], [4.256, 5.380, -2.413], [-7.077, -3.381, 0.198], [-5.323, -3.513, 0.365], [-4.545, -2.339, -0.718], [-4.852, -3.162, 2.019], [-4.807, -5.143, -0.080], [-1.780, 2.415, -3.102], [-1.108, 1.188, -2.033], [-2.362, 0.012, -1.595], [0.201, 0.339, -2.866], [-0.467, 1.951, -0.572], [-9.354, -2.877, 2.991], [-10.790, -3.052, 1.984], [-11.413, -4.698, 2.122], [-12.026, -1.907, 2.516], [-10.383, -2.721, 0.293], [10.029, 3.191, -2.270], [11.792, 3.191, -2.328], [12.352, 4.404, -3.480], [12.431, 3.559, -0.723], [12.354, 1.593, -2.832], [-1.528, 0.946, -5.939], [-2.354, 1.130, -7.489], [-1.368, 0.432, -8.780], [-3.908, 0.298, -7.425], [-2.613, 2.848, -7.812], [-5.301, -4.808, -9.970], [-5.273, -3.669, -8.621], [-6.170, -2.211, -9.067], [-6.025, -4.411, -7.207], [-3.603, -3.240, -8.245], [5.952, -3.634, 1.624], [4.920, -4.821, 0.823], [5.817, -6.325, 0.591], [3.495, -5.128, 1.816], [4.419, -4.186, -0.749], [-6.500, 4.028, -0.039], [-4.742, 3.890, 0.043], [-4.004, 5.106, -1.004], [-4.206, 4.153, 1.708], [-4.245, 2.281, -0.488]]}

=====

Record 3
{"formula": "CH2Br2S", "method": "wB97M-V/def2-TZVPD", "multiplicity": 1, "total_energy_ha": -5585.43857, "relative_energy_kcal_mol": 33.9, "largest_force_ev_per_a": 1.65, "homo_ev": [-9.12, -8.92], "symbols": ["C", "S", "Br", "Br", "H", "H"], "coordinates": [[0.597, -0.393, -0.320], [-0.499, 0.707, 0.352], [0.426, -2.187, 0.048], [3.162, 0.678, -0.003], [0.927, -0.022, -1.240], [-0.620, -0.098, 1.457]]}

=====

Record 4
{"formula": "C26H36BrF25N2O5Si2", "method": "wB97M-V/def2-TZVPD", "multiplicity": 1, "total_energy_ha": -7147.85229, "largest_force_ev_per_a": 1.29, "homo_ev": -10.03, "symbols": ["C", "C", "C", "C", "N", "Si", "O", "C", "N", "O", "Si", "C", "C", "C", "F", "C", "C", "C", "Br", "H", "H", "H", "H", "H", "H", "H", "H", "H", "H", "H", "H", "H", "H", "H", "H", "H", "H", "H", "H", "H", "H", "H", "H", "C", "C", "C", "F", "F", "F", "F", "O", "C", "C", "F", "F", "F", "F", "H", "H", "H", "H", "C", "C", "C", "F", "F", "F", "F", "O", "C", "C", "F", "F", "F", "F", "H", "H", "H", "H", "C", "C", "C", "F", "F", "F", "F", "O", "C", "C", "F", "F", "F", "F", "H", "H", "H", "H"], "coordinates": [[-0.054, -4.351, 5.021], [1.330, -3.714, 5.066], [1.345, -2.192, 4.878], [1.641, -1.719, 3.437], [1.205, -2.702, 2.411], [-0.135, -2.326, 1.406], [0.461, -2.093, -0.209], [0.743, -0.878, -0.524], [0.960, 0.210, -0.840], [-0.918, -0.963, 1.795], [-2.072, -0.966, 3.019], [-3.782, -1.272, 2.329], [-4.720, -1.853, 3.369], [-6.200, -1.572, 3.105], [-4.379, -1.322, 4.634], [-1.899, 0.691, 3.874], [-2.195, 0.673, 5.392], [-1.059, 1.297, 6.195], [-3.799, 1.759, 5.716], [-0.007, -5.336, 5.485], [-0.416, -4.488, 4.005], [-0.767, -3.772, 5.604], [1.732, -3.914, 6.061], [2.004, -4.208, 4.370], [0.407, -1.784, 5.254], [2.140, -1.796, 5.510], [1.199, -0.732, 3.300], [2.710, -1.584, 3.388], [2.003, -2.898, 1.816], [-1.041, -3.469, 1.263], [-1.726, -2.075, 3.936], [-3.729, -1.992, 1.512], [-4.196, -0.347, 1.938], [-4.576, -2.931, 3.444], [-6.757, -2.498, 3.006], [-6.607, -1.039, 3.962], [-6.337, -0.938, 2.235], [-0.848, 0.955, 3.741], [-2.486, 1.450, 3.365], [-2.393, -0.342, 5.716], [-0.274, 0.560, 6.359], [-1.405, 1.708, 7.137], [-0.635, 2.118, 5.620], [4.372, 0.829, -0.572], [5.464, 1.652, -1.273], [6.477, 0.902, -2.138], [7.221, 0.048, -1.401], [7.318, 1.800, -2.702], [6.113, 2.425, -0.372], [4.814, 2.486, -2.134], [4.565, 0.538, 0.806], [5.219, -0.569, 1.244], [6.456, -0.198, 2.065], [7.327, 0.492, 1.310], [7.056, -1.336, 2.485], [5.515, -1.426, 0.253], [4.385, -1.235, 2.101], [3.492, 1.466, -0.581], [4.104, -0.057, -1.143], [5.972, 0.352, -2.931], [6.167, 0.403, 2.929], [3.835, 1.882, -7.913], [2.358, 1.674, -8.288], [1.303, 2.488, -7.534], [1.294, 2.175, -6.224], [0.086, 2.192, -8.044], [2.050, 0.361, -8.232], [2.246, 2.068, -9.590], [4.435, 0.915, -7.070], [4.425, 1.020, -5.709], [3.710, -0.175, -5.069], [2.427, -0.224, -5.460], [3.740, -0.031, -3.720], [3.922, 2.188, -5.285], [5.715, 0.968, -5.290], [4.371, 1.773, -8.854], [4.025, 2.898, -7.567], [1.483, 3.559, -7.654], [4.210, -1.105, -5.346], [-4.442, 1.696, -1.147], [-5.056, 0.286, -1.196], [-5.227, -0.378, -2.564], [-6.089, 0.310, -3.334], [-5.732, -1.621, -2.376], [-6.227, 0.269, -0.523], [-4.188, -0.522, -0.515], [-5.329, 2.785, -0.986], [-5.895, 3.438, -2.046], [-7.424, 3.350, -2.000], [-7.820, 2.064, -2.071], [-7.929, 4.013, -3.063], [-5.410, 3.021, -3.227], [-5.583, 4.748, -1.927], [-3.854, 1.704, -0.231], [-3.738, 1.857, -1.963], [-4.264, -0.464, -3.074], [-7.798, 3.794, -1.077]]}

=====

Record 5
{"formula": "C6H11N3O", "method": "wB97M-V/def2-TZVPD", "multiplicity": 1, "total_energy_ha": -474.65433, "relative_energy_kcal_mol": 70.2, "largest_force_ev_per_a": 4.87, "homo_ev": -8.68, "smiles": "CC1=NNC[C@H]1C.N=C=O", "symbols": ["C", "C", "N", "N", "C", "C", "C", "H", "H", "H", "H", "H", "H", "H", "H", "H", "H", "N", "C", "O", "H"], "coordinates": [[-0.586, 1.712, -0.148], [-0.057, 0.347, -0.034], [-0.628, -0.741, -0.377], [0.196, -1.856, -0.225], [1.329, -1.447, 0.653], [1.390, 0.047, 0.516], [2.434, 0.631, -0.513], [0.171, 2.355, -0.078], [-1.072, 1.788, 0.811], [-1.142, 1.714, -0.973], [-0.446, -2.606, -0.062], [2.336, -1.851, 0.310], [1.201, -1.631, 1.661], [1.625, 0.465, 1.424], [3.330, 0.345, -0.135], [2.490, 1.748, -0.452], [2.097, 0.104, -1.503], [-3.368, -0.800, -0.597], [-4.040, -0.017, -0.025], [-4.852, 0.569, 0.532], [-2.410, -0.877, -0.785]]}

=====

Record 6
{"formula": "C27H27N5O4S", "method": "wB97M-V/def2-TZVPD", "multiplicity": 1, "total_energy_ha": -2018.01822, "relative_energy_kcal_mol": 5.4, "largest_force_ev_per_a": 1.16, "homo_ev": -8.34, "smiles": "COc1ccc(CC(=O)NNC(=O)CSc2nnc(Cc3ccc(OC)cc3)n2-c2ccccc2)cc1", "symbols": ["C", "O", "C", "C", "C", "C", "C", "C", "O", "N", "N", "C", "O", "C", "S", "C", "N", "N", "C", "C", "C", "C", "C", "C", "O", "C", "C", "C", "N", "C", "C", "C", "C", "C", "C", "C", "C", "H", "H", "H", "H", "H", "H", "H", "H", "H", "H", "H", "H", "H", "H", "H", "H", "H", "H", "H", "H", "H", "H", "H", "H", "H", "H", "H"], "coordinates": [[-1.414, -5.033, 0.637], [-2.242, -3.897, 0.581], [-1.791, -2.739, 1.147], [-0.570, -2.591, 1.795], [-0.205, -1.358, 2.304], [-1.038, -0.255, 2.180], [-0.560, 1.096, 2.646], [0.743, 1.365, 1.921], [0.915, 1.106, 0.751], [1.732, 1.947, 2.665], [3.040, 1.889, 2.166], [3.705, 0.707, 2.341], [3.355, -0.120, 3.154], [4.908, 0.543, 1.440], [4.339, -0.410, -0.016], [3.343, 0.809, -0.754], [3.464, 2.102, -0.593], [2.499, 2.688, -1.323], [1.795, 1.759, -1.902], [0.621, 1.991, -2.778], [-0.633, 2.158, -1.951], [-1.762, 1.396, -2.196], [-2.911, 1.551, -1.438], [-2.937, 2.481, -0.407], [-4.005, 2.710, 0.414], [-5.210, 2.032, 0.153], [-1.800, 3.250, -0.156], [-0.666, 3.092, -0.921], [2.299, 0.524, -1.584], [1.793, -0.754, -1.886], [2.619, -1.696, -2.487], [2.118, -2.954, -2.770], [0.805, -3.267, -2.459], [-0.008, -2.326, -1.848], [0.483, -1.068, -1.551], [-2.263, -0.413, 1.548], [-2.641, -1.638, 1.040], [-1.957, -5.818, 0.110], [-0.455, -4.856, 0.138], [-1.235, -5.350, 1.669], [0.110, -3.421, 1.900], [0.755, -1.257, 2.790], [-0.413, 1.120, 3.727], [-1.282, 1.865, 2.365], [1.681, 1.939, 3.676], [3.184, 2.391, 1.282], [5.318, 1.488, 1.092], [5.664, -0.079, 1.915], [0.508, 1.156, -3.472], [0.802, 2.908, -3.344], [-1.756, 0.663, -2.991], [-3.770, 0.937, -1.659], [-5.921, 2.399, 0.892], [-5.585, 2.254, -0.851], [-5.099, 0.949, 0.267], [-1.836, 3.973, 0.644], [0.214, 3.685, -0.723], [3.640, -1.441, -2.727], [2.756, -3.690, -3.236], [0.417, -4.249, -2.689], [-1.028, -2.570, -1.594], [-0.123, -0.338, -1.038], [-2.922, 0.436, 1.451], [-3.589, -1.770, 0.542]]}

=====

Record 7
{"formula": "C2H13NO4", "method": "wB97M-V/def2-TZVPD", "multiplicity": 1, "total_energy_ha": -439.69258, "relative_energy_kcal_mol": 19.0, "largest_force_ev_per_a": 1.66, "homo_ev": -9.49, "smiles": "NCCO.O.O.O", "symbols": ["N", "C", "C", "O", "H", "H", "H", "H", "H", "H", "H", "O", "H", "H", "O", "H", "H", "O", "H", "H"], "coordinates": [[-0.432, -0.921, -1.183], [0.753, -1.322, -0.405], [0.540, -2.164, 0.820], [-0.209, -1.415, 1.758], [-1.004, -1.715, -1.440], [-0.152, -0.408, -2.012], [1.543, -1.692, -1.068], [1.081, -0.368, 0.025], [0.013, -3.099, 0.618], [1.550, -2.401, 1.173], [-0.084, -1.783, 2.637], [0.556, 1.892, 1.344], [0.278, 2.635, 1.866], [-0.264, 1.472, 1.033], [-1.957, 0.780, 0.653], [-1.693, -0.044, 0.172], [-2.592, 1.218, 0.085], [0.887, 2.379, -2.723], [1.318, 1.918, -3.467], [1.641, 2.604, -2.166]]}

=====

Record 8
{"formula": "C8H12", "method": "wB97M-V/def2-TZVPD", "multiplicity": 1, "total_energy_ha": -311.90079, "relative_energy_kcal_mol": 53.7, "largest_force_ev_per_a": 4.93, "homo_ev": -8.59, "smiles": "C=C/C(=C\\C)C(=C)C", "symbols": ["C", "C", "C", "C", "C", "C", "C", "C", "H", "H", "H", "H", "H", "H", "H", "H", "H", "H", "H", "H"], "coordinates": [[0.475, 2.409, -0.325], [0.113, 1.520, 0.558], [-0.013, 0.049, 0.290], [-0.254, -0.813, 1.234], [-0.593, -0.515, 2.671], [-0.056, -0.453, -1.127], [-1.138, -0.333, -1.901], [1.312, -1.139, -1.506], [0.895, 2.078, -1.374], [0.503, 3.489, -0.276], [-0.456, 1.805, 1.348], [-0.346, -1.810, 0.923], [0.185, -0.058, 3.173], [-1.586, -0.047, 2.552], [-0.758, -1.607, 3.091], [-2.005, 0.170, -1.641], [-1.188, -0.745, -2.951], [1.467, -2.132, -1.268], [1.284, -1.200, -2.565], [2.158, -0.668, -0.906]]}

=====

Record 9
{"formula": "C13H18CoN2", "method": "wB97M-V/def2-TZVPD", "multiplicity": 5, "s_squared": 6.0182, "total_energy_ha": -1998.27816, "relative_energy_kcal_mol": 37.3, "largest_force_ev_per_a": 4.41, "total_charge": -1, "homo_ev": [-1.55, -3.15], "symbols": ["C", "C", "C", "C", "C", "Co", "N", "C", "C", "H", "H", "H", "H", "H", "H", "H", "H", "H", "H", "C", "C", "C", "C", "C", "C", "N", "H", "H", "H", "H", "H", "H", "H", "H"], "coordinates": [[-0.442, 0.564, -1.665], [0.970, 0.786, -1.343], [1.033, 1.736, -0.292], [-0.267, 2.194, -0.019], [-1.165, 1.526, -0.870], [-0.018, -0.793, -0.194], [-3.218, 0.473, 0.912], [0.451, -2.445, -0.826], [1.691, -1.835, -0.431], [1.926, 2.114, 0.193], [1.820, 0.460, -1.918], [-0.517, 3.024, 0.636], [-2.201, 1.763, -1.047], [-0.865, 0.149, -2.567], [2.382, -1.369, -1.164], [0.068, -3.244, -0.155], [-3.592, -0.341, 0.454], [2.245, -2.163, 0.469], [0.125, -2.501, -1.869], [2.331, -0.046, 1.881], [0.975, -0.040, 2.419], [0.648, 0.300, 3.742], [-0.746, 0.416, 3.826], [-1.258, 0.099, 2.539], [-2.735, 0.261, 2.212], [-0.191, -0.240, 1.705], [2.887, -0.873, 2.344], [2.800, 0.909, 2.161], [2.359, -0.153, 0.790], [1.410, 0.488, 4.486], [-1.371, 0.744, 4.662], [-3.294, -0.611, 2.599], [-2.980, 1.163, 2.764], [-3.503, 1.319, 0.485]]}

=====

Record 10
{"formula": "C22H22ClNO2", "method": "wB97M-V/def2-TZVPD", "multiplicity": 1, "total_energy_ha": -1517.01030, "relative_energy_kcal_mol": 2.7, "largest_force_ev_per_a": 0.61, "homo_ev": -8.09, "smiles": "CC(C)CC(=O)N[C@@H](c1ccccc1Cl)c1c(O)ccc2ccccc12", "symbols": ["C", "C", "C", "C", "C", "O", "N", "C", "C", "C", "C", "C", "C", "C", "Cl", "C", "C", "O", "C", "C", "C", "C", "C", "C", "C", "C", "H", "H", "H", "H", "H", "H", "H", "H", "H", "H", "H", "H", "H", "H", "H", "H", "H", "H", "H", "H", "H", "H"], "coordinates": [[-4.706, -1.277, -0.339], [-3.966, -2.603, -0.191], [-4.815, -3.613, 0.574], [-2.625, -2.381, 0.518], [-1.674, -1.578, -0.348], [-1.569, -1.726, -1.547], [-0.927, -0.674, 0.334], [0.097, 0.100, -0.334], [-0.215, 1.565, -0.603], [0.728, 2.238, -1.383], [0.573, 3.561, -1.737], [-0.553, 4.257, -1.325], [-1.500, 3.618, -0.552], [-1.329, 2.288, -0.189], [-2.572, 1.603, 0.824], [1.423, -0.029, 0.397], [1.576, 0.597, 1.619], [0.595, 1.303, 2.239], [2.795, 0.521, 2.324], [3.846, -0.171, 1.809], [3.729, -0.846, 0.576], [4.812, -1.580, 0.052], [4.699, -2.255, -1.130], [3.485, -2.226, -1.827], [2.418, -1.517, -1.349], [2.499, -0.791, -0.138], [-4.909, -0.840, 0.638], [-5.654, -1.425, -0.851], [-4.112, -0.575, -0.919], [-3.751, -2.995, -1.190], [-5.027, -3.249, 1.578], [-5.760, -3.776, 0.063], [-4.301, -4.568, 0.656], [-2.784, -1.885, 1.477], [-2.149, -3.348, 0.706], [-0.987, -0.636, 1.339], [0.166, -0.358, -1.327], [1.600, 1.692, -1.710], [1.324, 4.049, -2.339], [-0.692, 5.290, -1.601], [-2.380, 4.145, -0.216], [-0.185, 1.397, 1.677], [2.854, 1.035, 3.270], [4.783, -0.220, 2.342], [5.736, -1.599, 0.612], [5.533, -2.816, -1.526], [3.391, -2.775, -2.753], [1.497, -1.540, -1.911]]}